1.
Computed, not measured: a 2-piece molecular cluster, C40H58BN2O2 overall at a distorted geometry, with ωB97M-V with the def2-TZVPD basis set.

Structure (XYZ):
```
103
Properties=species:S:1:pos:R:3:forces:R:3
C 3.085 1.853 4.204 -0.0205 0.3881 -0.0735
H -0.099 2.309 3.654 0.6139 -1.1734 0.9043
H -3.211 3.533 -1.074 0.5503 0.0776 0.2723
H 3.692 0.557 0.814 -0.0152 -0.0287 -0.0530
C 2.730 -3.058 3.120 -0.0856 -0.1009 0.0155
H -5.471 6.531 -1.990 -0.3060 -0.0552 0.1517
H 2.568 -3.867 5.116 -0.0457 0.3942 -0.1778
N 0.765 2.026 0.954 0.7724 -0.5596 0.9172
C 1.065 6.438 1.748 -0.2368 0.4435 0.1204
H -2.383 5.851 -1.159 0.3052 -0.3646 -0.0307
H 4.538 -2.605 0.737 -0.1122 0.0846 -0.2673
H 1.218 -4.258 1.158 0.2059 0.0365 -0.0711
H 1.944 -1.642 6.082 0.3829 0.0525 -0.3890
H 0.305 -1.902 0.376 0.2236 0.0850 -0.1125
C -4.157 4.046 2.077 0.0985 0.0966 0.0597
C 2.622 5.219 0.235 0.0989 -0.0451 -0.0485
H -5.279 2.196 2.040 -0.0197 0.2291 0.0487
C -0.183 3.039 0.492 -0.8533 0.8008 -1.0595
H 2.962 -4.564 0.932 -0.2327 0.0881 -0.0803
H 3.853 -0.520 6.540 0.1359 0.1422 -0.1471
C 1.658 1.003 6.029 0.1001 0.1934 0.2844
H 1.063 4.063 3.101 0.1689 0.0171 -0.0889
H -0.232 0.608 -1.725 -0.1018 -0.1713 0.2261
C 2.754 0.641 5.033 -0.1436 -0.0213 0.2630
H -3.800 1.822 -1.600 0.2495 -0.1367 -0.2967
C -0.839 0.289 -0.864 0.0655 0.0156 0.1479
H -3.268 6.014 1.963 -0.1392 -0.1497 0.0440
O -1.981 4.161 3.294 -0.8870 0.1440 0.3575
H 0.169 6.377 2.381 0.1351 -0.0112 -0.1674
C 2.002 1.866 0.318 -1.0642 -0.1016 -0.0125
H 2.230 2.421 -0.572 0.0210 0.0078 -0.0267
H -2.486 4.316 5.349 0.0807 -0.1044 -0.2654
H 2.188 2.184 3.683 0.3678 0.2762 0.0358
C -5.023 5.871 0.754 -0.9117 -0.5456 -0.5437
H -2.320 1.867 -2.639 -0.3051 -0.1154 0.1044
H -2.534 2.836 1.856 0.5480 -0.2912 0.4249
H 1.944 -4.227 -0.454 0.0860 0.2557 0.2507
H 3.932 -1.104 -0.002 0.1062 -0.3289 -0.1147
H 0.881 7.175 0.960 0.0177 -0.1484 0.1798
C -2.822 0.758 0.571 -0.1068 -0.0217 -0.0624
H 2.367 3.348 2.091 0.0692 0.0394 0.3552
C -1.752 5.054 -0.753 0.1811 -0.2449 0.1180
C 2.168 -0.724 2.808 0.7178 -1.4443 0.3886
H -3.564 5.209 4.248 0.3987 -0.1898 -0.0678
C 0.731 1.147 2.012 2.5449 -0.0736 -1.5727
H 3.897 1.662 3.491 -0.2173 0.0574 0.0188
H 3.793 -2.635 -0.894 0.0576 0.1513 0.3020
C 2.165 -1.735 5.017 0.3142 -0.5203 -0.3064
C 1.289 -1.786 -0.095 -0.0923 0.2451 -0.1935
B 0.212 1.126 3.428 -4.7244 1.4283 -1.1692
C -4.097 5.380 1.653 0.2610 -0.8811 0.4067
C 2.377 -2.443 0.732 0.1752 -0.3725 0.1533
O -6.693 5.204 -0.896 -0.3069 0.7089 -0.2328
C -1.389 2.703 -0.224 -0.1111 -0.3624 0.1631
H 2.962 4.245 -0.137 0.0740 0.3188 0.0500
H -4.970 6.915 0.439 -0.0598 -0.4192 -0.0894
C 1.448 5.048 1.211 -0.1281 0.2011 -0.1370
H -6.888 2.972 0.346 0.1870 0.4852 0.0667
H 3.126 -3.997 2.728 -0.4253 0.3874 0.1474
C 4.035 0.281 5.816 0.0056 -0.2779 -0.1400
C -5.974 4.965 0.222 0.5025 -0.1940 -0.0366
H -3.278 -0.196 0.244 0.2118 0.3191 0.3278
H -0.658 0.272 3.473 0.9543 -0.0472 1.3163
H 4.817 -0.038 5.117 -0.0552 -0.0022 0.2077
H -3.367 2.586 3.448 0.3863 0.1965 -0.3184
C -2.521 4.891 4.413 0.0913 0.0677 -0.1526
C -0.473 5.325 -0.292 -0.5459 0.1390 -0.0300
C -2.974 3.326 2.715 -0.6816 0.4954 0.3955
H 1.875 6.847 2.368 -0.0940 -0.2272 -0.1768
C 0.234 4.400 0.485 0.5293 0.2221 -0.1424
H -1.908 5.784 4.523 0.0351 -0.0003 0.0921
C -6.132 3.654 0.746 0.0415 0.8668 -0.4912
C -6.502 6.441 -1.610 -0.2647 -0.5346 0.4380
C -2.838 1.340 -1.826 -0.1157 0.0589 -0.0689
C 1.900 4.270 2.424 0.4225 -0.2096 0.0957
C 2.402 -2.021 2.240 -0.0467 -0.0968 -0.2778
H 2.673 4.841 2.964 -0.3086 -0.1773 -0.1105
H -6.752 7.302 -0.970 0.0752 -0.2047 -0.2705
C -2.214 3.748 -0.676 0.2588 0.2082 -0.0196
C -1.947 1.284 -0.576 -0.0704 0.2318 0.2265
H -7.216 6.352 -2.431 0.2589 0.2972 0.0695
H 1.958 1.907 6.581 -0.3020 -0.1904 -0.1750
H -3.644 1.476 0.773 0.5267 -0.5373 -0.0003
C 2.690 0.909 0.962 0.1459 -0.4313 0.0649
H 1.246 -2.255 -1.092 0.0162 0.1192 0.3889
H 0.711 1.178 5.485 0.1657 0.0642 0.5659
H -0.208 0.214 0.019 -0.1743 -0.2864 -0.4394
H 1.513 -0.735 -0.264 -0.2387 -0.1722 -0.0333
H -3.066 0.318 -2.154 0.1129 0.1992 0.0828
H 3.464 5.695 0.761 -0.2216 -0.0885 -0.2456
N 1.873 0.386 1.947 0.0907 1.2770 -0.8717
H 1.525 0.200 6.764 -0.2501 0.2619 -0.1891
H -2.206 0.599 1.475 -0.4478 -0.0173 -0.2070
C 2.281 -0.580 4.210 -0.2441 0.1744 0.4260
H 2.340 5.836 -0.631 0.1130 -0.1400 0.2725
C 3.748 -2.177 0.106 0.2345 0.0228 -0.0620
H -1.279 -0.702 -1.067 0.2512 0.3813 0.0018
C -5.228 3.225 1.681 0.6307 0.2319 0.2798
H 3.403 2.669 4.870 -0.0926 -0.2046 -0.2606
H 4.399 1.162 6.360 -0.1362 -0.1573 -0.1403
H -0.046 6.308 -0.517 -0.2222 -0.4215 0.4596
C 2.486 -2.974 4.489 -0.2039 0.3834 -0.0266
C 2.113 -3.955 0.598 -0.0072 -0.4682 0.0539
```
Positions in Å, forces in eV/Å.

## Properties
HOMO level   -10.0 eV
Molar mass   609.7 g mol⁻¹
ΔE to the lowest compared entry with this formula, charge and spin   0.0 kcal/mol
DFT total energy   -1843.46025 Eh
Total charge   +1
HOMO-LUMO gap   6.05 eV


2.
Computed, not measured: C40H59AgClGeN6O3S2SeSi as an isolated structure, with ωB97M-V with the def2-TZVPD basis set.

Structure (XYZ):
```
115
Properties=species:S:1:pos:R:3:forces:R:3
C -0.659 0.772 -2.282 -0.0223 -0.0056 -0.0274
H -3.460 2.245 0.781 0.0118 0.0194 0.0110
C 1.868 -3.759 -3.289 -0.0007 -0.0478 0.0916
C -2.942 2.330 3.550 0.0067 -0.0148 0.0194
C -2.976 -8.379 0.289 0.0063 0.0111 -0.0125
O -0.797 -6.685 2.627 0.0352 0.0299 -0.0153
C 2.860 1.498 -0.940 -0.0597 -0.0449 0.0686
H 2.624 1.217 2.325 -0.0153 0.0022 0.0262
C -2.400 2.895 4.877 -0.0183 -0.0043 -0.0405
H -3.445 -7.803 -1.732 -0.0044 -0.0015 -0.0087
C -0.830 0.223 0.958 0.0458 -0.0268 -0.0111
C 1.621 -1.259 4.459 0.0047 0.0187 -0.0730
Se 2.977 -0.411 -0.484 0.2520 0.1202 0.0444
H 0.072 0.760 1.197 0.0260 0.0192 -0.0267
H 2.073 1.334 -3.969 -0.0147 -0.0099 0.0141
C 3.867 -0.978 -2.111 0.0061 0.0063 -0.0239
H -3.032 5.850 -2.786 0.0037 0.0113 -0.0112
H 6.137 2.145 -0.125 0.0038 -0.0021 -0.0067
H -3.464 0.307 2.889 0.0133 0.0079 0.0398
C -2.318 4.384 2.129 0.0447 -0.0640 -0.0187
H -4.550 3.820 3.457 -0.0012 0.0146 0.0034
Si 0.083 -0.188 -3.725 -0.1517 0.1055 0.0617
C -0.548 -4.833 0.306 -0.0754 -0.0456 -0.0396
H -3.120 2.693 5.670 0.0076 -0.0200 0.0137
C -1.463 -6.926 1.485 0.0070 0.0142 -0.0156
O -0.540 -4.175 -0.754 0.0099 0.0199 0.1035
H 2.779 4.918 -0.109 0.0003 0.0077 -0.0127
C -2.268 -8.067 1.434 -0.0023 0.0029 -0.0048
H 1.624 0.676 -5.539 0.0194 -0.0167 -0.0212
C 1.500 -2.604 5.148 0.0166 -0.0637 -0.0110
H 5.980 2.498 1.601 0.0012 0.0069 0.0065
C -2.397 2.191 1.008 0.0165 -0.0270 0.0380
S 2.221 -1.573 2.782 0.0342 0.0008 -0.0107
C -1.339 -0.496 -4.931 0.0447 -0.0125 -0.0403
H 3.194 -0.827 -2.951 -0.0056 -0.0306 0.0144
H 4.313 4.599 -0.928 0.0004 0.0225 -0.0123
H -0.862 1.810 -2.562 -0.0514 -0.0235 -0.0116
H 2.825 -5.648 -3.515 0.0018 0.0026 0.0159
H 1.617 2.629 1.992 0.0284 0.0128 -0.0244
N 0.083 -4.552 1.450 0.0861 -0.0214 0.0875
H 2.345 -3.332 -7.077 -0.0025 0.0127 -0.0031
C -2.896 -7.559 -0.832 -0.0007 0.0010 0.0124
Ge 3.693 2.566 0.477 0.0230 -0.0145 0.0147
C -2.205 5.459 -2.209 -0.0179 -0.0105 -0.0030
H -1.909 0.422 -5.101 0.0009 0.0189 -0.0027
C -1.379 -6.086 0.359 0.0186 -0.0257 0.0099
C -2.092 2.865 2.355 -0.0545 -0.0012 -0.0603
Ag 0.680 -2.136 -0.832 -0.0545 0.1821 -0.3370
N -0.925 -1.061 0.696 -0.1111 -0.0021 -0.0097
C 2.494 -4.749 -4.023 -0.0046 -0.0069 -0.0269
H 1.811 1.757 -1.089 0.0138 0.0510 -0.0269
C 3.766 4.471 0.007 -0.0269 -0.0272 0.0108
S 0.557 -3.704 4.058 0.0216 0.0375 -0.0284
H 0.660 1.969 -4.822 -0.0078 0.0318 -0.0245
H -2.315 -8.695 2.315 0.0046 -0.0018 0.0100
C 1.394 -2.560 -3.875 0.0405 0.0319 -0.0861
H 4.799 -0.426 -2.222 0.0047 -0.0099 0.0089
C -2.251 -1.235 0.464 0.0582 0.0316 0.0598
N 0.826 -1.579 -3.112 0.0379 -0.3028 0.1246
C 1.189 -2.988 2.554 -0.1547 -0.0224 0.0396
C -2.873 0.801 3.660 -0.0478 -0.0020 0.0296
N 0.876 -3.424 1.410 0.0035 -0.0938 -0.0635
H 3.368 1.627 -1.896 0.0363 0.0077 0.0096
H -3.271 0.495 4.630 -0.0177 0.0035 0.0105
C -2.101 -6.428 -0.782 -0.0091 -0.0134 0.0063
H -1.847 0.439 3.587 -0.0052 -0.0032 0.0272
C 5.530 1.964 0.763 -0.0285 -0.0072 -0.0184
H 0.033 0.771 -1.438 0.0158 0.0046 0.0055
C -1.127 4.876 -2.857 -0.0080 0.0073 0.0152
H -1.215 6.176 1.702 -0.0441 -0.0040 0.0172
C 2.647 2.287 2.108 0.0182 0.0044 -0.0286
H 2.488 -3.030 5.328 -0.0006 0.0294 0.0334
C 2.689 -4.618 -5.395 -0.0076 0.0119 -0.0023
H -0.283 -5.840 2.466 -0.0401 -0.0060 -0.0004
C -1.148 5.022 -0.075 0.0229 0.0376 -0.0148
H 0.750 3.868 -2.655 0.0312 0.0072 -0.0075
H -3.053 5.983 -0.325 0.0005 0.0217 0.0120
H -2.228 3.972 4.862 -0.0251 0.0169 -0.0113
N -2.035 0.796 0.895 -0.0313 -0.0301 0.0238
H -1.597 0.321 -1.948 0.0032 -0.0318 0.0191
H -2.009 -5.768 -1.635 0.0067 0.0023 0.0020
H -0.979 -0.851 -5.899 -0.0275 -0.0082 -0.0145
H 1.701 -3.912 -2.225 0.0082 0.0017 -0.0536
H -1.863 2.739 0.233 -0.0301 -0.0367 -0.0482
H -2.513 4.874 3.082 0.0464 -0.0101 0.0400
C -1.161 5.118 1.433 0.0002 0.0154 -0.0531
C 1.592 -2.468 -5.277 0.0037 0.0360 0.0738
H -3.230 4.506 1.538 -0.0323 0.0304 0.0328
Cl -1.120 4.793 -4.593 0.0110 -0.0355 0.0040
H 0.650 -0.762 4.408 -0.0041 0.0145 0.0320
H -1.471 2.399 5.170 0.0124 0.0014 0.0069
H -2.019 -1.253 -4.534 -0.0003 -0.0031 0.0312
C -0.067 4.353 -2.139 0.0404 0.0040 0.0190
C -4.410 2.740 3.399 0.0083 0.0140 0.0255
H 5.537 0.896 0.977 0.0168 -0.0138 0.0064
N -2.967 -0.137 0.579 0.0126 0.0405 -0.1089
H 4.074 -2.041 -2.008 -0.0235 -0.0111 -0.0237
H 3.177 -5.396 -5.967 0.0028 -0.0035 -0.0040
C 1.222 1.057 -4.599 0.0440 -0.0066 0.0542
H 4.298 5.015 0.790 0.0025 0.0243 -0.0015
H 0.964 -2.530 6.095 -0.0108 0.0090 -0.0032
C -0.085 4.436 -0.752 -0.0358 -0.0493 0.0040
C -2.207 5.528 -0.827 0.0144 0.0022 0.0159
O -0.711 2.589 2.590 -0.0044 0.0313 0.0242
H -2.675 -2.189 0.198 -0.0205 -0.0108 0.0010
H 1.242 -1.586 -5.798 -0.0042 0.0475 -0.0360
H -0.479 2.870 3.482 0.0010 0.0051 -0.0012
H -4.832 2.385 2.457 -0.0010 -0.0014 -0.0029
H 3.095 2.805 2.957 0.0132 0.0096 0.0105
C 2.221 -3.463 -6.007 0.0015 -0.0266 -0.0004
H -3.594 -9.269 0.270 -0.0024 -0.0064 0.0039
H 2.341 -0.602 4.948 -0.0050 -0.0114 0.0234
H -4.992 2.287 4.203 -0.0101 -0.0019 0.0023
H 0.733 4.006 -0.186 -0.0032 0.0039 0.0016
H -0.212 4.745 1.819 0.0028 0.0355 0.0122
```
Positions in Å, forces in eV/Å.

## Properties
HOMO level   -3.8 eV
Molar mass   1059.1 g mol⁻¹
ΔE to the lowest compared entry with this formula, charge and spin   0.0 kcal/mol
DFT total energy   -8285.39567 Eh
Total charge   -1
HOMO-LUMO gap   5.56 eV